No. 1
The following is a DFT calculation (ωB97M-V with the def2-TZVPD basis set) of C6H10O as an isolated structure in a non-equilibrium geometry.

Computed properties:
Max |F| (eV/A): 1.74
Frontier orbital gap (alpha / beta) (eV): 8.34 / 8.01
Relative energy (zero: lowest compared OMol25 entry of this formula, charge and spin) (kcal per mole): 168.47

Geometry as XYZ:
```
17
Properties=species:S:1:pos:R:3:mulliken_charge:R:1
C -1.98 -0.43 1.01 -0.500
C -1.72 0.88 0.25 -0.584
C -0.73 -0.20 0.27 -0.035
C 0.66 -0.32 0.46 0.269
C 1.31 -0.28 -0.96 -0.554
C 2.32 0.71 -0.43 -0.260
O 1.42 0.91 0.67 -0.387
H -1.92 -0.42 2.09 0.234
H -2.75 -1.09 0.62 0.207
H -2.31 1.05 -0.65 0.209
H -1.50 1.78 0.81 0.222
H -0.48 -1.66 -1.06 -0.071
H 1.00 -1.14 1.11 0.282
H 0.25 -1.80 -1.36 0.202
H 0.65 0.09 -1.75 0.324
H 3.27 0.28 -0.09 0.205
H 2.50 1.65 -0.97 0.238
```

***

No. 2
The following is a DFT calculation (ωB97M-V with the def2-TZVPD basis set) of one molecule with the formula C6H10O.

Computed properties:
Max |F| (eV/A): 0.46
SMILES string: CC1=CCC[C@H]1O
Frontier orbital gap (eV): 10.21
Relative energy (zero: lowest compared OMol25 entry of this formula, charge and spin) (kcal per mole): 1.22

Geometry as XYZ:
```
17
Properties=species:S:1:pos:R:3:mulliken_charge:R:1
C 2.24 0.06 0.07 -1.225
C 0.76 -0.15 0.00 0.252
C 0.07 -1.17 0.53 -0.398
C -1.42 -1.08 0.33 -0.571
C -1.58 0.17 -0.56 -0.724
C -0.20 0.87 -0.59 0.081
O -0.11 2.10 0.12 -0.578
H 2.48 1.03 0.54 0.265
H 2.69 0.07 -0.93 0.286
H 2.73 -0.73 0.65 0.334
H 0.52 -2.00 1.06 0.390
H -1.95 -0.98 1.28 0.268
H -1.82 -1.97 -0.17 0.301
H -1.88 -0.15 -1.57 0.280
H -2.34 0.88 -0.22 0.314
H -0.01 1.15 -1.63 0.353
H -0.19 1.88 1.06 0.372
```

***

No. 3
The following is a DFT calculation (ωB97M-V with the def2-TZVPD basis set) of one molecule with the formula C6H10O.

Computed properties:
Max |F| (eV/A): 0.36
Frontier orbital gap (eV): 8.64
Relative energy (zero: lowest compared OMol25 entry of this formula, charge and spin) (kcal per mole): 94.38

Geometry as XYZ:
```
17
Properties=species:S:1:pos:R:3:mulliken_charge:R:1
C 2.45 0.47 0.70 -0.910
C 1.42 -0.35 0.04 -0.391
C 0.15 -0.43 0.80 -0.277
C -1.11 -0.37 -0.05 0.709
O -2.27 -0.82 0.59 -0.555
C -1.24 0.77 -1.02 -0.790
C -1.03 -0.64 -1.51 -0.654
H 3.47 0.10 0.53 0.335
H 2.30 0.80 1.74 0.309
H 2.38 1.36 0.04 0.249
H -0.06 -0.90 -1.91 0.253
H 0.05 0.24 1.68 0.339
H 0.24 -1.46 1.20 0.253
H -2.56 -0.13 1.20 0.367
H -2.23 1.21 -1.15 0.296
H -0.41 1.48 -1.09 0.181
H -1.89 -1.14 -1.96 0.286
```

***

No. 4
The following is a DFT calculation (ωB97M-V with the def2-TZVPD basis set) of one molecule with the formula C6H10O.

Computed properties:
Max |F| (eV/A): 0.39
SMILES string: C=CC/C=C\CO
Frontier orbital gap (eV): 10.38
Relative energy (zero: lowest compared OMol25 entry of this formula, charge and spin) (kcal per mole): 34.34

Geometry as XYZ:
```
17
Properties=species:S:1:pos:R:3:mulliken_charge:R:1
C -2.32 -0.08 0.03 -0.787
C -1.24 -0.48 0.70 -0.129
C -0.23 -1.45 0.15 -0.508
C 1.22 -1.04 -0.03 -0.326
C 1.78 0.15 -0.22 -0.195
C 1.20 1.54 -0.28 -0.457
O -0.08 1.76 0.26 -0.541
H -3.03 0.62 0.45 0.315
H -2.50 -0.42 -0.99 0.269
H -1.05 -0.11 1.71 0.236
H -0.60 -1.80 -0.82 0.262
H -0.24 -2.33 0.81 0.300
H 1.89 -1.90 -0.07 0.305
H 2.86 0.15 -0.41 0.310
H 1.85 2.20 0.30 0.322
H 1.25 1.89 -1.32 0.273
H -0.75 1.31 -0.27 0.349
```

***

No. 5
The following is a DFT calculation (ωB97M-V with the def2-TZVPD basis set) of a 3-piece molecular cluster, C6H10O overall.

Computed properties:
Max |F| (eV/A): 0.61
Frontier orbital gap (eV): 9.01
Relative energy (zero: lowest compared OMol25 entry of this formula, charge and spin) (kcal per mole): 64.88

Geometry as XYZ:
```
17
Properties=species:S:1:pos:R:3:mulliken_charge:R:1
O -2.40 -0.80 0.30 -0.519
C -1.07 -0.43 0.25 0.335
C -0.78 0.98 -0.27 -0.695
C 0.75 1.22 -0.43 -0.464
C 1.54 -0.07 -0.19 -0.741
C 1.18 -0.85 0.93 -0.253
C -0.18 -1.02 1.17 -0.442
H -2.89 -0.25 -0.34 0.330
H -0.29 -1.00 -1.06 0.178
H -1.20 1.71 0.44 0.303
H -1.30 1.13 -1.23 0.377
H 1.09 1.97 0.30 0.279
H 0.98 1.62 -1.43 0.273
H 0.62 -0.84 -1.16 -0.037
H 2.58 -0.05 -0.51 0.390
H 1.91 -1.50 1.41 0.330
H -0.56 -1.80 1.84 0.357
```

***

No. 6
The following is a DFT calculation (ωB97M-V with the def2-TZVPD basis set) of C6H10O as an isolated structure in a non-equilibrium geometry.

Computed properties:
Max |F| (eV/A): 1.69
Frontier orbital gap (eV): 10.57
Relative energy (zero: lowest compared OMol25 entry of this formula, charge and spin) (kcal per mole): 74.17

Geometry as XYZ:
```
17
Properties=species:S:1:pos:R:3:mulliken_charge:R:1
C -1.47 -0.28 -0.29 -0.339
C -0.63 -1.11 0.67 -0.656
O 0.59 -1.56 0.11 -0.463
C 1.37 -0.52 -0.45 -0.135
C 1.68 0.58 0.50 -0.304
C 0.70 1.49 0.52 -0.394
C -0.71 1.02 -0.71 -0.915
H -2.41 -0.01 0.20 0.321
H -1.76 -0.95 -1.13 0.305
H -0.44 -0.47 1.55 0.350
H -1.14 -2.01 1.00 0.424
H 2.22 -0.96 -0.97 0.428
H 0.77 0.03 -1.17 0.019
H 2.60 0.56 1.09 0.353
H 0.79 2.29 1.30 0.309
H -0.52 0.89 -1.82 0.277
H -1.30 1.91 -0.66 0.419
```